[1]
{
  "formula": "C5H8O2",
  "method": "wB97M-V/def2-TZVPD",
  "homo_lumo_gap_ev": 9.912,
  "largest_force_ha_per_bohr": 0.0180,
  "e_tot_ev": -9404.6846,
  "e_homo_ha": -0.3464,
  "e_lumo_ev": 0.5,
  "e_above_lowest_kj_mol": 496.7,
  "elements": ["C", "C", "O", "C", "C", "C", "O", "H", "H", "H", "H", "H", "H", "H", "H"],
  "xyz": [[-1.81289, -0.02316, -0.05233], [-0.97651, 0.91204, 0.37884], [-0.18141, 0.77815, 1.50587], [1.12800, 0.54802, 1.05209], [1.29902, -0.93049, 0.63511], [1.11836, 0.12262, -0.37058], [1.22439, 0.42065, -1.52811], [-1.86817, -1.02047, 0.37312], [-2.48506, 0.20607, -0.86956], [-0.82426, 1.84722, -0.15743], [1.90670, 1.12462, 1.54765], [2.30636, -1.32183, 0.54526], [0.55162, -1.61561, 1.02956], [-1.02049, -0.62534, -1.90168], [-0.36566, -0.42250, -2.18782]]
}

***

[2]
{
  "formula": "C2H2Cl2O2",
  "method": "wB97M-V/def2-TZVPD",
  "homo_lumo_gap_ev": [7.463, 9.275],
  "largest_force_ha_per_bohr": 0.0790,
  "e_tot_ev": -31241.9800,
  "e_homo_ha": [-0.3059, -0.3337],
  "e_lumo_ev": [-0.9, 0.2],
  "e_above_lowest_kj_mol": 484.9,
  "elements": ["C", "C", "O", "O", "Cl", "Cl", "H", "H"],
  "xyz": [[-2.07532, 0.12390, 0.02249], [0.90636, -0.31097, 0.17220], [-2.72426, 0.08793, 1.01417], [1.22479, 0.00029, -1.10575], [1.67911, -1.66434, 0.87592], [1.08471, 1.18481, 1.27246], [-2.18967, 0.68147, -0.88254], [2.09428, -0.10309, -1.36895]]
}

***

[3]
{
  "formula": "C24H33BBiN9O",
  "method": "wB97M-V/def2-TZVPD",
  "homo_lumo_gap_ev": 7.176,
  "largest_force_ha_per_bohr": 0.0638,
  "e_tot_ev": -47384.2076,
  "e_homo_ha": -0.5308,
  "total_charge": 2,
  "e_lumo_ev": -7.3,
  "e_above_lowest_kj_mol": 0.0,
  "elements": ["Bi", "C", "C", "C", "C", "C", "N", "N", "B", "N", "N", "C", "C", "C", "C", "C", "N", "N", "C", "C", "C", "C", "C", "H", "H", "H", "H", "H", "H", "H", "H", "H", "H", "H", "H", "H", "H", "H", "H", "H", "H", "H", "H", "H", "H", "C", "N", "C", "C", "O", "H", "H", "H", "H", "H", "H", "H", "N", "C", "C", "C", "C", "N", "C", "C", "H", "H", "H", "H"],
  "xyz": [[0.73300, 0.19084, 0.65367], [-1.16264, -2.60014, 1.75869], [-1.87069, -1.51555, 1.00020], [-2.96987, -1.65735, 0.18468], [-3.26758, -0.33328, -0.24220], [-4.43562, 0.12759, -1.04208], [-2.37013, 0.49670, 0.30812], [-1.46359, -0.21691, 1.11343], [-2.14377, 2.02186, 0.18113], [-1.30320, 2.43019, 1.47307], [0.11249, 2.24060, 1.52869], [0.45155, 2.34213, 2.85054], [1.93376, 2.30339, 3.27864], [-0.64965, 2.64738, 3.64127], [-1.73216, 2.60068, 2.74167], [-3.13966, 2.74640, 3.10838], [-1.21975, 2.52031, -1.02602], [-0.18178, 1.61576, -1.28480], [0.55135, 2.18030, -2.24629], [1.75131, 1.47223, -2.78799], [0.04312, 3.42692, -2.67775], [-1.07882, 3.59581, -1.82959], [-1.99541, 4.70705, -1.71518], [-0.13526, -2.26663, 2.05894], [-1.16638, -3.51800, 1.16021], [-1.57925, -2.73824, 2.78730], [-3.48246, -2.50182, -0.15742], [-4.95690, -0.81228, -1.45097], [-4.03073, 0.67837, -1.93231], [-5.13994, 0.72345, -0.46012], [-3.26708, 2.54835, 0.08927], [2.18262, 1.31084, 3.75945], [2.07445, 3.12668, 4.02295], [2.52228, 2.58509, 2.45657], [-0.64856, 2.68239, 4.70345], [-3.15190, 2.22092, 4.11647], [-3.75801, 2.25364, 2.36464], [-3.48219, 3.78331, 3.23640], [2.49540, 2.23967, -2.97674], [1.45402, 0.86013, -3.70228], [2.16550, 0.81909, -1.96566], [0.41662, 3.95181, -3.53499], [-3.04694, 4.42452, -2.02309], [-1.62398, 5.49257, -2.35363], [-2.10399, 4.96637, -0.62066], [1.51199, -3.47028, -4.07580], [0.54019, -2.95298, -3.18129], [-0.88288, -3.20424, -3.39106], [1.00906, -2.10664, -2.22060], [0.34604, -1.55129, -1.33572], [2.16079, -4.20236, -3.51847], [2.15536, -2.67155, -4.40252], [0.95341, -3.92574, -4.91070], [-1.09280, -4.25993, -3.21883], [-1.25050, -3.08873, -4.43656], [-1.45065, -2.54657, -2.72766], [2.05116, -1.78759, -2.36532], [5.94181, -4.44930, 3.82290], [5.19319, -3.96070, 3.09531], [4.40085, -3.05825, 2.24826], [3.12094, -3.37595, 1.85596], [2.38567, -2.53159, 1.03359], [2.91732, -1.34877, 0.61726], [4.15307, -1.03238, 0.99038], [4.96250, -1.86896, 1.78559], [2.67523, -4.24882, 2.26983], [1.39992, -2.84056, 0.73520], [4.50126, -0.04680, 0.63470], [5.96746, -1.64313, 2.14750]]
}

***

[4]
{
  "formula": "C4H9NO2",
  "method": "wB97M-V/def2-TZVPD",
  "homo_lumo_gap_ev": 9.608,
  "largest_force_ha_per_bohr": 0.0223,
  "e_tot_ev": -9877.6723,
  "e_homo_ha": -0.3257,
  "e_lumo_ev": 0.7,
  "e_above_lowest_kj_mol": 230.4,
  "elements": ["C", "N", "C", "C", "O", "O", "C", "H", "H", "H", "H", "H", "H", "H", "H", "H"],
  "xyz": [[-2.53120, -0.17668, 0.28335], [-1.32491, -0.56756, -0.40164], [-0.14300, 0.09438, 0.04534], [0.69454, 0.71438, -1.02033], [0.30038, 1.17627, -2.06279], [2.00067, 0.68175, -0.65478], [2.54006, -0.18145, 0.42237], [-2.38470, -0.30566, 1.36420], [-3.32809, -0.85457, -0.02787], [-2.83531, 0.86934, 0.10325], [-1.39293, -0.50405, -1.40815], [0.52247, -0.62876, 0.47698], [-0.29694, 0.87188, 0.81206], [3.08579, 0.50200, 1.06158], [3.15806, -0.89318, -0.11453], [1.93510, -0.79810, 1.12098]]
}

***

[5]
{
  "formula": "C2H5N3",
  "method": "wB97M-V/def2-TZVPD",
  "homo_lumo_gap_ev": 10.602,
  "largest_force_ha_per_bohr": 0.0506,
  "e_tot_ev": -6624.5631,
  "e_homo_ha": -0.3542,
  "e_lumo_ev": 1.0,
  "e_above_lowest_kj_mol": 36.1,
  "elements": ["H", "N", "C", "N", "C", "N", "H", "H", "H", "H"],
  "xyz": [[2.33732, -1.04980, -0.03150], [2.32828, -0.07120, -0.13878], [1.17993, 0.42853, -0.05543], [-0.03490, -0.27021, 0.23715], [-1.21669, 0.40488, 0.08957], [-2.37668, -0.04894, -0.17576], [-2.40383, -1.06850, -0.36624], [1.12938, 1.51523, -0.11232], [0.10142, -1.30030, 0.30145], [-1.04424, 1.46031, 0.25186]]
}

***

[6]
{
  "formula": "C2HFI2",
  "method": "wB97M-V/def2-TZVPD",
  "homo_lumo_gap_ev": [5.668, 5.698],
  "largest_force_ha_per_bohr": 0.0390,
  "e_tot_ev": -21004.2658,
  "e_homo_ha": [-0.3281, -0.3291],
  "e_lumo_ev": [-3.3, -3.3],
  "e_above_lowest_kj_mol": 301.5,
  "elements": ["C", "C", "F", "I", "I", "H"],
  "xyz": [[0.72889, -0.27494, 0.02259], [0.12671, 0.86965, -0.01358], [0.59952, 2.01658, 0.21720], [-0.16325, -2.08120, -0.32700], [-3.01402, 0.04456, -0.17961], [1.72215, -0.57466, 0.28040]]
}